An isolated molecule of C20H28NO5P at a distorted geometry. Source: OMol25; level of theory: ωB97M-V/def2-TZVPD.

CARTESIAN COORDINATES (ANGSTROEM)
C 5.1873 -0.5166 -0.3148
C 4.0696 -1.2697 -0.6103
C 2.8135 -0.6896 -0.6368
C 1.5473 -1.4438 -0.8897
C 2.6892 0.6732 -0.3582
C 3.8029 1.4395 -0.0514
C 5.0593 0.8408 -0.0278
H 6.1698 -0.9581 -0.2863
H 4.1706 -2.3249 -0.8136
O 0.9034 -1.0776 -2.0846
H 1.7567 -2.5160 -0.9676
H 0.7437 -0.1262 -2.0333
O 1.4096 1.1531 -0.4318
C 1.1373 2.4145 0.1313
H 0.0544 2.5271 0.0996
H 1.6043 3.2164 -0.4505
H 1.4747 2.4593 1.1694
H 3.6908 2.4860 0.1766
O 6.2160 1.4985 0.2595
C 6.1538 2.8588 0.6110
H 7.1798 3.1542 0.8255
H 5.7683 3.4712 -0.2113
H 5.5393 3.0164 1.5032
P 0.4871 -1.1780 0.6552
O 1.2259 -0.7004 1.8214
O -0.0246 -2.6718 1.0038
C -0.7520 -3.5144 0.1149
C -2.2145 -3.5561 0.5458
H -2.2830 -3.9288 1.5647
H -2.7804 -4.2094 -0.1135
H -2.6445 -2.5578 0.5130
C -0.1171 -4.9004 0.1674
H 0.9242 -4.8502 -0.1412
H -0.1544 -5.2795 1.1854
H -0.6496 -5.5825 -0.4901
H -0.6822 -3.1209 -0.9069
C -1.0299 -0.2410 0.2734
C -1.4634 0.6131 1.2784
C -2.6199 1.3490 1.1438
C -3.3985 1.2609 -0.0220
C -2.9527 0.3870 -1.0262
C -1.7935 -0.3472 -0.8809
H -1.4920 -1.0079 -1.6796
H -3.5172 0.2677 -1.9364
N -4.5312 2.0180 -0.1817
C -5.0661 2.7544 0.9381
H -5.2844 2.1011 1.7903
H -5.9889 3.2465 0.6405
H -4.3633 3.5266 1.2616
C -5.3770 1.8201 -1.3332
H -5.7960 0.8074 -1.3692
H -6.2004 2.5299 -1.3027
H -4.8162 1.9991 -2.2533
H -2.9168 1.9946 1.9539
H -0.8691 0.6844 2.1774

Calculated values
ΔE to the lowest compared entry with this formula, charge and spin   0.179 eV
LUMO energy   0.60 eV
HOMO   -7.8 eV
SMILES string   COc1ccc([C@H](O)[P@](=O)(OC(C)C)c2ccc(N(C)C)cc2)c(OC)c1